[1]
The following is a DFT calculation (the ωB97M-V functional and the def2-TZVPD basis) of one molecule with the formula C4H2O2.

Its charge is 0. The multiplicity is 1. As for the highest occupied orbital energy: -8.71 eV.

Last column: natural (NBO) charge in e.
Atoms and positions in Å:
O  -2.8362  -0.5401  -0.0773  -0.5368
C  -1.7405  -0.9412  -0.4198  0.3514
C  -0.4979  -0.4789  0.1060  -0.2479
C  0.5451  0.1287  0.3249  0.2260
C  1.7440  1.2905  0.1102  0.2982
O  1.7534  0.3621  1.0166  -0.3710
H  -1.6317  -1.7385  -1.1813  0.1263
H  2.6637  1.9175  0.1207  0.1538


[2]
The following is a DFT calculation (the ωB97M-V functional and the def2-TZVPD basis) of one molecule with the formula H3N3O3.

Its charge is 0. Its SMILES is N/N=[N+](/[O-])OO. The multiplicity is 1. As for the highest occupied orbital energy (alpha / beta): -8.70 / -8.52 eV.

Last column: natural (NBO) charge in e.
Atoms and positions in Å:
N  -1.1283  0.8365  0.0693  -0.5226
N  -0.1218  1.6084  0.0092  -0.1106
N  1.3182  0.8209  0.3742  0.3877
O  2.3019  1.2604  -0.1717  -0.4099
O  1.0582  -0.4884  0.5104  -0.1233
O  1.9946  -1.2881  -0.2088  -0.4323
H  -1.1996  -0.1369  -0.4287  0.3620
H  -1.9531  1.2026  0.5005  0.3761
H  2.7058  -0.6040  -0.4234  0.4730


[3]
The following is a DFT calculation (the ωB97M-V functional and the def2-TZVPD basis) of C14H22F8LiO12P as an isolated structure.

Its charge is 0. The multiplicity is 1. As for the highest occupied orbital energy: -10.73 eV.

Last column: natural (NBO) charge in e.
Atoms and positions in Å:
Li  0.1268  0.1003  1.4852  0.8864
P  -0.0968  1.3239  3.9955  2.6035
F  0.0009  2.0681  2.5575  -0.6022
F  -1.1291  0.3519  3.2384  -0.6026
F  1.0812  0.3391  3.4610  -0.6031
F  -0.2293  0.6690  5.4305  -0.5784
F  1.0418  2.2739  4.6781  -0.5905
F  -1.2878  2.2747  4.4529  -0.5837
C  -2.3645  -3.4084  2.6973  -0.6272
C  -1.4465  -3.5562  1.4187  -0.0898
O  -0.2137  -4.0683  1.8857  -0.4660
C  0.7416  -3.2383  2.0243  1.0070
O  0.8162  -2.0809  1.6018  -0.6949
O  1.7551  -3.8632  2.6179  -0.4971
C  2.8152  -3.0402  3.2218  -0.2907
H  -1.8014  -3.0121  3.5423  0.2248
H  -2.5686  -4.4220  3.0422  0.2033
H  -3.3079  -2.8978  2.5038  0.2204
H  -1.3999  -2.6135  0.8736  0.2135
H  -1.9840  -4.2445  0.7664  0.1872
H  2.5374  -2.0912  3.6804  0.2220
H  3.3739  -2.5539  2.4221  0.1936
H  3.4968  -3.4932  3.9417  0.2083
C  1.5875  1.4325  -4.2433  -0.6352
C  2.1880  1.8757  -2.8809  -0.0643
O  1.7153  1.1780  -1.7000  -0.5127
C  2.1527  1.4903  -0.4011  1.0367
O  1.6529  1.0102  0.6793  -0.6631
O  3.1858  2.4312  -0.4261  -0.5355
C  3.6434  3.0585  0.7856  -0.2570
H  2.0854  1.9460  -5.0658  0.2268
H  0.5374  1.6354  -4.4535  0.2034
H  1.7638  0.3898  -4.5076  0.2240
H  2.1338  2.9485  -2.6955  0.1949
H  3.2464  1.6150  -2.8770  0.1916
H  4.5247  3.6799  0.6264  0.2014
H  3.8270  2.2129  1.4485  0.2073
H  2.8735  3.6661  1.2612  0.2054
C  -2.7793  3.4563  -1.5842  -0.1335
C  -1.3407  3.3633  -2.0830  0.4444
O  -0.7048  2.5281  -1.1654  -0.4834
C  -1.6527  2.0577  -0.2670  0.9846
O  -1.4618  1.2604  0.6358  -0.5650
O  -2.9061  2.4700  -0.6208  -0.4673
F  -0.6953  4.4704  -1.8873  -0.3239
H  -3.3280  3.2645  -2.5064  0.1944
H  -2.9860  4.4057  -1.0904  0.2172
H  -1.1763  3.0768  -3.1217  0.1505
C  -1.4522  -2.4061  -3.5713  -0.1513
C  -2.6847  -2.5032  -2.8402  0.4428
O  -2.3897  -1.8545  -1.6246  -0.4893
C  -1.1676  -1.3574  -1.5998  0.9856
O  -0.5909  -0.9060  -0.6646  -0.5537
O  -0.6694  -1.3939  -2.8940  -0.4890
F  -2.9524  -3.6960  -2.5321  -0.2988
H  -1.6056  -2.1927  -4.6291  0.2056
H  -1.0037  -3.3922  -3.6917  0.2108
H  -3.5276  -2.0383  -3.3515  0.1518


[4]
The following is a DFT calculation (the ωB97M-V functional and the def2-TZVPD basis) of one molecule with the formula C3H2N4O2.

Its charge is 0. Its SMILES is Oc1nnn2cnoc12. The multiplicity is 1. As for the highest occupied orbital energy: -9.01 eV.

Last column: natural (NBO) charge in e.
Atoms and positions in Å:
O  -2.4354  -0.9768  -0.1285  -0.6302
C  -1.4131  -0.1720  -0.0364  0.3297
N  -1.5893  1.0320  0.1219  -0.2257
N  -0.4434  1.7518  -0.0444  -0.1308
N  0.5257  0.7879  -0.1863  -0.1971
C  1.8622  0.5470  0.0602  0.1783
N  2.2193  -0.6246  -0.0176  -0.0587
O  0.9482  -1.3617  -0.0092  -0.3064
C  -0.0226  -0.4149  -0.0465  0.3318
H  -2.1776  -1.8625  0.3941  0.4857
H  2.5261  1.2938  -0.1073  0.2235


Copy entry 4 word for word.
The following is a DFT calculation (the ωB97M-V functional and the def2-TZVPD basis) of one molecule with the formula C3H2N4O2.

Its charge is 0. Its SMILES is Oc1nnn2cnoc12. The multiplicity is 1. As for the highest occupied orbital energy: -9.01 eV.

Last column: natural (NBO) charge in e.
Atoms and positions in Å:
O  -2.4354  -0.9768  -0.1285  -0.6302
C  -1.4131  -0.1720  -0.0364  0.3297
N  -1.5893  1.0320  0.1219  -0.2257
N  -0.4434  1.7518  -0.0444  -0.1308
N  0.5257  0.7879  -0.1863  -0.1971
C  1.8622  0.5470  0.0602  0.1783
N  2.2193  -0.6246  -0.0176  -0.0587
O  0.9482  -1.3617  -0.0092  -0.3064
C  -0.0226  -0.4149  -0.0465  0.3318
H  -2.1776  -1.8625  0.3941  0.4857
H  2.5261  1.2938  -0.1073  0.2235


Which formula does entry 2 have?
H3N3O3